1.
Density functional theory data (ωB97M-V with the def2-TZVPD basis set) for 2 unconnected molecules or ions with the total composition C7H15BrFN3O6P2.

Cartesian coordinates (Å):
C: 1.05236 2.60146 2.69916
C: 1.26896 1.60162 1.81550
N: 0.72060 0.28654 1.88405
C: 0.71014 -0.51154 0.75145
N: -0.10910 -0.44924 -0.36177
C: -0.10102 0.80213 -1.14208
C: -1.47100 -1.01168 -0.25943
C: -2.01947 -1.27124 1.13758
C: -2.43688 0.00328 1.87289
O: -3.18603 -2.12415 0.98828
N: 1.69402 -1.56330 0.61166
F: 2.47496 -1.71952 1.77958
P: 2.00062 -2.56778 -0.68830
O: 1.63582 -4.04687 -0.03079
Br: 4.30792 -2.82200 -0.51441
H: 0.89133 3.62380 2.38763
H: 0.93921 2.36500 3.75652
H: 1.91176 1.73680 0.95311
H: 0.97208 -0.21143 2.73460
H: -0.78368 1.53900 -0.70429
H: -0.37919 0.61910 -2.18776
H: 0.91208 1.19409 -1.18598
H: -2.16701 -0.31170 -0.73869
H: -1.53629 -1.94416 -0.83671
H: -1.33035 -1.86197 1.74088
H: -2.58907 0.83162 1.18070
H: -1.70689 0.30402 2.61933
H: -3.37689 -0.20029 2.38821
H: -3.51331 -2.01447 0.08665
H: 1.26409 -3.91700 0.85255
O: 1.66614 1.42201 -5.74928
P: 0.81262 2.20521 -4.77477
O: -0.34606 1.32650 -4.22164
O: 0.26047 3.49918 -5.37276
O: 1.55709 2.58694 -3.47168

Force components x, y, z for each atom (eV/Å):
C 0.0876 -0.5760 0.2222
C -0.0818 0.1947 0.0195
N 1.4842 -0.0196 0.3376
C 0.2792 -0.6489 -0.2883
N -0.7265 0.3332 0.6738
C 0.3018 -0.4034 -0.2610
C 0.1710 -0.0747 -0.2032
C -0.5507 -0.1124 -0.1612
C -0.0142 -0.1550 0.2181
O -0.0151 0.0076 -0.1322
N -0.0535 0.6856 -0.4011
F -0.2575 -0.4391 0.3114
P -0.3711 0.3361 0.0048
O 0.0131 -0.0513 0.1826
Br 0.4360 -0.1304 0.0168
H 1.0591 0.1938 0.0269
H -0.9992 -0.0053 -0.1269
H -0.9240 0.3853 -0.6482
H -0.3924 0.1104 0.1339
H 0.0888 0.1276 0.0006
H -0.1053 0.0655 0.0046
H 0.0019 0.1154 0.0266
H 0.0257 -0.0005 -0.0644
H 0.0990 -0.0797 0.0881
H 0.1688 0.0998 -0.0363
H 0.0156 0.0397 0.0025
H 0.1342 0.1073 -0.1185
H -0.0333 0.0193 -0.0091
H 0.0570 0.0010 0.1620
H 0.1451 -0.0867 -0.0809
O -0.0795 -0.1123 -0.0916
P -0.1733 0.2161 0.0593
O 0.2639 -0.1224 0.1018
O 0.1219 0.0456 0.0020
O -0.1764 -0.0662 0.0280

The charge is -2. The value obtained for the HOMO energy is 0.385 eV. The largest force on an atom comes out at 0.02960 hartree/bohr.

***

2.
Density functional theory data (ωB97M-V with the def2-TZVPD basis set) for a molecular structure, C7H15Cl12HgO.

Cartesian coordinates (Å):
Hg: 1.05936 3.11603 2.04552
C: -0.64016 1.01937 0.21143
O: 0.37329 1.90286 0.52730
H: -1.30477 1.35019 -0.59195
H: -0.21457 0.04523 -0.07897
H: -1.26743 0.75266 1.07710
C: 0.94808 -2.87898 -1.13240
Cl: 0.66364 -3.28783 0.56016
Cl: -0.30657 -3.49822 -2.20169
H: 0.94922 -1.80019 -1.25269
H: 1.91805 -3.25960 -1.43044
C: -1.28177 1.42961 -4.11847
Cl: -0.72030 -0.20937 -4.46103
Cl: -0.40688 2.64292 -5.04819
H: -2.32888 1.49929 -4.39270
H: -1.20340 1.62666 -3.05516
C: 3.20410 2.58111 -1.21612
Cl: 4.36510 1.29932 -0.94063
Cl: 3.08593 3.64780 0.22543
H: 3.50941 3.23205 -2.02616
H: 2.23069 2.14132 -1.39302
C: -1.76353 -0.10534 3.60922
Cl: -0.40664 1.07053 3.72398
Cl: -1.16959 -1.59908 2.91552
H: -2.19604 -0.27590 4.58691
H: -2.47646 0.36307 2.94122
C: -3.41582 -2.21066 0.24659
Cl: -5.07981 -1.73474 -0.16881
Cl: -3.37961 -3.71800 1.14099
H: -2.89745 -2.31969 -0.70037
H: -2.97777 -1.39939 0.81528
C: 2.49622 -0.32673 1.84469
Cl: 3.70236 -1.55798 2.10240
Cl: 2.98064 1.19359 2.65863
H: 2.44188 -0.11949 0.78089
H: 1.50944 -0.61241 2.19555

Force components x, y, z for each atom (eV/Å):
Hg -0.3051 -0.9549 -0.5134
C -0.8543 -0.7567 0.7758
O 0.9221 0.4316 -0.8155
H 0.1186 0.3176 0.0626
H 0.2085 0.1846 -0.0690
H -0.0197 0.2078 -0.1208
C 0.1015 0.3337 -0.3160
Cl 0.0238 0.0263 0.0575
Cl -0.0043 -0.1157 0.0110
H -0.0389 0.0338 0.1736
H -0.0789 -0.2474 0.0081
C -0.4919 -0.0089 -0.0754
Cl 0.0359 -0.0108 0.1612
Cl 0.1250 0.0852 0.1344
H 0.0283 -0.0951 -0.1339
H 0.3159 0.0311 -0.0250
C -0.1970 -0.3612 -0.0371
Cl 0.0008 0.0540 -0.0672
Cl 0.0950 0.5934 0.1057
H 0.1394 -0.0405 0.0012
H -0.0908 0.1307 0.0936
C -0.0226 0.1312 -0.4225
Cl -0.0020 0.0319 0.5862
Cl -0.1222 -0.0048 0.1202
H 0.2293 0.0572 0.1327
H -0.1372 -0.1526 0.0116
C -0.3434 0.2270 -0.5635
Cl 0.0485 0.0723 0.0925
Cl 0.1525 0.0101 0.0536
H 0.1323 -0.2151 0.0978
H 0.0246 -0.1476 0.2141
C -0.3398 -0.1969 -0.7084
Cl -0.0887 0.0154 0.1639
Cl 0.2069 0.2526 0.4587
H 0.0907 0.1806 0.0328
H 0.1372 -0.0996 0.3191

The charge is +1. The value obtained for the HOMO energy is -12.957 eV. The largest force on an atom comes out at 0.02684 hartree/bohr.

***

3.
Density functional theory data (ωB97M-V with the def2-TZVPD basis set) for a molecular structure, C7H15CrO13.

Cartesian coordinates (Å):
Cr: 0.45138 -0.21795 0.34424
O: -2.69728 -2.78689 1.56812
C: -2.02945 -1.56445 1.63329
O: -2.41379 -0.74856 2.45297
O: -1.08382 -1.46162 0.77434
H: -3.23318 -2.69597 2.36687
O: 2.40555 -0.69500 4.06829
C: 1.41194 0.09030 3.45315
O: 0.73801 0.79592 4.19716
O: 1.38430 -0.02838 2.19053
H: 2.25459 -0.42236 4.98286
O: -0.20929 3.66371 -0.31847
C: -0.98279 2.84876 0.53705
O: -1.80882 3.41299 1.24965
O: -0.70676 1.63570 0.42550
H: -0.72365 4.46424 -0.45998
C: 3.18624 0.29975 -0.69019
C: 2.96293 -1.07693 -1.24408
O: 1.89374 -1.65140 -0.46917
O: 1.93818 0.99678 -0.73078
H: 3.94936 0.82174 -1.28591
H: 3.61531 0.31190 0.31825
H: 3.84274 -1.71161 -1.30109
H: 2.54627 -0.94023 -2.25275
H: 1.71895 -2.56915 -0.69524
H: 2.03572 1.90473 -0.41693
C: -1.54864 -1.01467 -2.13787
C: -2.79977 -0.25630 -1.81058
O: -2.97863 0.84871 -2.70224
O: -0.38997 -0.22371 -1.83850
H: -1.58057 -1.26590 -3.20984
H: -1.50209 -1.95549 -1.59690
H: -2.80252 0.06117 -0.76623
H: -3.64291 -0.95217 -1.93186
H: -2.86466 1.64256 -2.17068
H: -0.33660 0.43980 -2.53296

Force components x, y, z for each atom (eV/Å):
Cr -1.7243 1.1744 0.9771
O 0.3215 0.2679 0.1656
C 0.3637 0.7072 -0.0277
O 0.0593 -0.3768 -0.1376
O 0.2486 -0.4116 -0.2189
H -0.2947 -0.2676 -0.1319
O -0.3422 0.2993 -0.1151
C -0.2758 0.3153 -0.1697
O 0.3279 -0.2893 -0.2690
O 0.4272 -0.2171 0.0288
H 0.2262 -0.2251 0.1085
O 0.2839 -0.0396 -0.6452
C -0.4942 -0.0689 0.5952
O 0.0924 0.0966 -0.4823
O 0.2785 -0.2145 -0.2232
H 0.0587 0.1365 0.4052
C 1.2018 0.7266 0.3256
C -1.5579 0.0929 -0.5762
O 0.9418 -0.4940 0.0556
O 0.2920 -0.5376 0.0513
H -0.2952 -0.1087 -0.2990
H -0.4827 -0.3690 0.1449
H 0.1765 0.0907 0.3311
H 0.3445 -0.0779 -0.0601
H 0.0210 0.0232 -0.0823
H -0.2615 0.0047 0.1788
C -0.0689 0.0953 -0.4833
C -0.6758 -0.4587 0.2284
O 0.1915 -0.0059 0.2618
O -0.0202 -0.8413 -0.4985
H 0.1987 0.1425 0.0774
H 0.1145 0.1701 0.3433
H 0.1950 0.0988 -0.0332
H 0.0163 0.1792 -0.0815
H 0.0247 0.0529 -0.0653
H 0.0872 0.3294 0.3214

As for the spin multiplicity: 5. Its expectation value of S² is 6.005. The charge is -1. The value obtained for the HOMO energy (alpha / beta) is -4.072 / -5.503 eV. The largest force on an atom comes out at 0.04480 hartree/bohr.

***

4.
Density functional theory data (ωB97M-V with the def2-TZVPD basis set) for 2 unconnected molecules or ions with the total composition C7H15FN.

Cartesian coordinates (Å):
C: -0.93852 2.03338 1.16056
C: 0.08510 1.27248 1.57306
C: -1.23824 2.12913 -0.31124
C: -1.89786 2.57504 2.14767
C: 1.53675 -2.96132 0.83109
C: 1.25143 -1.57037 -2.46520
C: 0.76606 -2.54964 -0.16604
N: 1.15666 -1.36325 -0.95930
F: 1.01110 0.68827 0.73092
H: -1.81170 1.35108 -0.69467
H: -0.44559 2.20037 -1.06168
H: -1.92645 2.84512 -0.44800
H: -2.40269 3.55955 1.69366
H: -1.38831 2.60571 3.17932
H: -2.76199 1.95730 2.20887
H: 2.55969 -2.58549 1.16545
H: 0.44398 1.17044 2.52500
H: 1.07684 -3.77167 1.54452
H: 2.17005 -2.23323 -2.60436
H: 0.24912 -2.00868 -2.61955
H: 1.54569 -0.65946 -2.90577
H: -0.21855 -2.66725 -0.43501
H: 2.05945 -0.92379 -0.78263
H: 0.45311 -0.54533 -0.91950

Force components x, y, z for each atom (eV/Å):
C 1.5763 -2.0822 -0.9237
C -0.9160 1.4835 -1.6667
C 2.1151 -1.1001 0.4615
C -0.0810 2.2898 0.1596
C -0.6526 -1.5577 1.9277
C 0.7395 -2.8705 1.6212
C 2.7512 2.2962 0.8293
N 0.1256 2.6086 -1.7676
F -0.4008 0.0885 -0.5488
H -1.0189 -2.3194 -0.1631
H 0.3874 0.4590 0.6562
H -1.9953 3.4155 -0.6361
H 1.6174 -1.5899 1.5639
H -1.1500 0.5761 -1.5361
H -0.6567 -0.8958 0.2226
H -1.5811 -0.3556 -0.9635
H 0.4975 -0.2642 2.4297
H 1.0856 1.5247 -1.6368
H -1.7551 0.2473 -0.1310
H 0.8933 0.1910 -1.3627
H -0.5293 1.2316 -0.6933
H -2.1475 -1.5400 0.0297
H -0.0866 -0.2263 1.2078
H 1.1819 -1.6102 0.9203

The charge is +1. The value obtained for the HOMO energy is -12.336 eV. The largest force on an atom comes out at 0.07791 hartree/bohr.

***

Calculated energy relative to the best compared isomer or geometry (same formula, charge and spin) (kcal per mole), listed in the same order as above: 0.0, 0.0, 0.0, 78.3
Calculated DFT total energy (hartree), listed in the same order as above: -4247.83152, -6026.29398, -2298.52566, -429.97058